# 1
ORCA calculation (ωB97M-V with the def2-TZVPD basis set) on a cluster of 11 separate species, C29H80N4O11 in total.

⟨S²⟩: 0.753
Relative energy (zero: lowest compared OMol25 entry of this formula, charge and spin) (kcal/mol): 39.69
E_tot (eV): -59840.11260
HOMO level (spin up / spin down) (hartree): -0.41573 / -0.41573
Spin multiplicity: 2
Total charge: +1
Frontier orbital gap (spin up / spin down) (eV): 8.425 / 2.570
LUMO energy (spin up / spin down) (eV): -2.89 / -8.74

Cartesian coordinates (Å):
C -3.539 -4.057 -1.977
O -3.664 -4.080 -3.214
N -4.472 -3.898 -1.070
N -2.417 -3.878 -1.458
H -4.290 -3.999 -0.081
H -5.466 -3.869 -1.246
H -1.662 -3.740 -2.114
H -2.249 -3.812 -0.464
C -0.144 -2.385 -3.883
O -0.338 -3.388 -3.244
N -0.918 -2.058 -4.824
N 0.862 -1.470 -3.715
H -0.806 -1.215 -5.369
H -1.742 -2.616 -4.997
H 0.860 -0.749 -4.422
H 1.572 -1.531 -2.998
C -1.252 -0.657 0.689
C -0.251 -0.656 -0.404
C 1.043 0.201 -0.141
O 0.255 -2.003 -0.480
H -0.782 -1.191 1.515
H -2.203 -1.180 0.594
H -1.409 0.404 0.883
H -0.666 -0.311 -1.351
H 0.893 1.172 0.331
H 1.667 0.271 -1.032
H 1.713 -0.310 0.549
H 0.170 -2.396 -1.352
C -2.263 3.625 0.958
C -0.894 4.242 1.241
C -0.956 5.509 2.075
O -0.039 3.334 2.003
H -2.709 4.100 0.085
H -3.034 3.592 1.728
H -2.234 2.645 0.481
H -0.365 4.550 0.339
H -1.581 6.092 1.399
H -0.051 6.068 2.315
H -1.568 5.445 2.974
H 0.691 3.844 2.360
C -5.172 -0.561 0.794
C -4.809 0.969 0.527
C -4.651 1.444 -0.986
O -5.843 1.662 1.054
H -4.428 -1.202 0.322
H -6.011 -0.734 0.119
H -5.564 -0.720 1.798
H -3.909 1.342 1.016
H -5.544 1.167 -1.547
H -3.859 0.885 -1.484
H -4.445 2.509 -0.883
H -6.525 1.875 0.414
C 3.930 2.422 0.133
C 4.778 1.658 1.164
C 5.960 0.837 0.688
O 5.193 2.727 1.950
H 3.498 1.677 -0.536
H 4.501 3.092 -0.510
H 3.015 2.839 0.554
H 4.172 1.027 1.814
H 6.748 1.372 0.157
H 5.566 0.019 0.085
H 6.516 0.271 1.436
H 5.417 3.512 1.444
C 0.239 -3.426 5.251
C -0.580 -2.952 4.063
C -0.634 -3.862 2.749
O -1.878 -2.993 4.547
H -0.152 -4.382 5.598
H 0.270 -2.769 6.120
H 1.268 -3.590 4.931
H -0.332 -1.930 3.777
H 0.309 -3.861 2.204
H -1.345 -3.476 2.019
H -0.853 -4.901 2.997
H -2.151 -2.220 5.046
C 4.471 -0.851 -5.237
C 3.999 0.558 -5.045
C 3.844 1.002 -3.580
O 5.095 1.213 -5.627
H 3.641 -1.499 -4.957
H 5.392 -1.170 -4.749
H 4.423 -1.014 -6.314
H 3.170 0.882 -5.675
H 4.680 1.489 -3.077
H 3.450 0.257 -2.890
H 3.045 1.731 -3.448
H 5.870 0.864 -5.180
C -0.622 2.648 -2.181
C -1.074 3.892 -2.983
C -0.095 4.959 -3.480
O -1.719 3.377 -4.099
H 0.344 2.386 -2.613
H -1.347 1.836 -2.235
H -0.395 2.951 -1.159
H -1.976 4.219 -2.466
H 0.534 5.166 -2.614
H -0.541 5.896 -3.813
H 0.614 4.809 -4.294
H -2.373 2.746 -3.789
C 2.896 -4.221 -0.644
C 3.882 -3.296 0.156
C 3.215 -2.711 1.402
O 4.908 -4.145 0.685
H 1.847 -4.140 -0.359
H 3.147 -5.233 -0.328
H 3.041 -4.053 -1.711
H 4.295 -2.496 -0.459
H 2.230 -2.245 1.442
H 3.819 -1.986 1.947
H 2.963 -3.580 2.011
H 5.606 -4.414 0.084
C -2.002 1.342 4.340
C -2.806 0.361 5.209
C -3.911 -0.183 4.346
O -1.933 -0.641 5.758
H -2.690 2.060 3.893
H -1.495 0.770 3.562
H -1.175 1.746 4.924
H -3.272 1.045 5.919
H -4.049 0.220 3.343
H -4.871 -0.378 4.825
H -3.531 -1.118 3.933
H -0.999 -0.424 5.720


# 2
ORCA calculation (ωB97M-V with the def2-TZVPD basis set) on an isolated molecule of C6H10O2.

SMILES: CC(=C=O)C(C)(C)O
Relative energy (zero: lowest compared OMol25 entry of this formula, charge and spin) (kcal/mol): 24.94
E_tot (eV): -10478.08831
HOMO level (hartree): -0.31107
Total charge: 0
Frontier orbital gap (eV): 9.150
LUMO energy (eV): 0.69

Cartesian coordinates (Å):
C 1.102 -0.750 1.174
C 0.436 1.655 0.679
C -1.125 -0.790 -1.694
C 0.550 0.185 0.096
C -1.813 -0.034 0.546
C -0.863 -0.246 -0.314
O 1.418 0.244 -0.997
O -2.711 0.098 1.287
H 1.508 -0.629 -1.397
H 2.113 -0.450 1.443
H 1.125 -1.776 0.804
H 0.475 -0.716 2.060
H 0.045 2.330 -0.078
H 1.451 1.963 0.919
H -0.144 1.698 1.596
H -0.655 -0.149 -2.439
H -0.716 -1.797 -1.799
H -2.194 -0.835 -1.887


- Among the records above, which one has the highest E_tot?
  C6H10O2